Entry from the Open Molecules 2025 dataset: C84H98F16N22O32S16 as an isolated structure at a distorted geometry (the ωB97M-V functional and the def2-TZVPD basis).

The calculation puts the molecular weight at 2744.87 g mol⁻¹. The calculation puts the LUMO energy at -0.353 Ha. As for the HOMO-LUMO gap: 0.2738 hartree. The calculation puts the energy above the lowest of the compared OMol25 structures with the same formula, charge and spin at 0.0 kJ/mol. For the total energy, the calculation gives -403785.0076 eV.

The geometry in ORCA input format:
```
! wB97M-V def2-TZVPD RIJCOSX def2/J DEFGRID3
* xyz 6 1
C 0.239 -33.533 11.066
N 0.731 -34.150 9.777
C 2.033 -34.486 9.749
C 2.579 -35.021 8.581
C 1.813 -35.143 7.464
C 0.448 -34.701 7.586
C -0.054 -34.239 8.722
C 2.413 -35.605 6.269
C 3.681 -35.200 5.746
C 4.115 -35.639 4.508
N 3.442 -36.523 3.792
C 2.252 -36.997 4.296
C 1.800 -36.598 5.562
C 3.776 -36.974 2.424
H -0.429 -32.644 10.946
H 1.107 -33.278 11.655
H -0.362 -34.326 11.616
H 2.567 -34.260 10.639
H 3.569 -35.503 8.544
H -0.162 -34.819 6.714
H -1.103 -33.944 8.744
H 4.269 -34.455 6.198
H 5.013 -35.234 4.106
H 1.787 -37.745 3.743
H 0.863 -37.155 5.957
H 3.058 -37.755 2.138
H 4.873 -37.375 2.512
H 3.712 -36.166 1.677
C -5.661 -37.173 -4.518
N -7.072 -36.881 -4.832
C -7.519 -35.651 -4.694
C -8.868 -35.366 -5.021
C -9.615 -36.385 -5.557
C -9.154 -37.719 -5.509
C -7.859 -37.893 -5.193
C -10.944 -36.076 -6.063
C -11.045 -35.039 -6.987
C -12.276 -34.527 -7.301
N -13.384 -35.059 -6.841
C -13.343 -36.149 -6.014
C -12.137 -36.669 -5.658
C -14.688 -34.426 -7.174
H -5.202 -36.189 -4.222
H -5.217 -37.470 -5.435
H -5.576 -37.903 -3.761
H -6.902 -34.929 -4.254
H -9.298 -34.410 -4.970
H -9.797 -38.448 -5.953
H -7.377 -38.891 -5.339
H -10.189 -34.489 -7.397
H -12.411 -33.614 -7.807
H -14.319 -36.561 -5.677
H -12.052 -37.527 -5.021
H -15.224 -35.081 -7.896
H -14.513 -33.430 -7.544
H -15.209 -34.340 -6.220
C 4.668 -27.598 6.156
N 3.235 -27.405 5.850
C 2.699 -28.006 4.769
C 1.437 -27.704 4.441
C 0.648 -26.914 5.227
C 1.196 -26.442 6.439
C 2.499 -26.734 6.719
C -0.752 -26.574 4.774
C -1.592 -27.615 4.474
C -2.902 -27.280 4.273
N -3.285 -26.006 4.005
C -2.519 -24.973 4.401
C -1.255 -25.231 4.801
C -4.589 -25.771 3.413
H 4.723 -28.082 7.184
H 5.144 -26.612 6.153
H 5.066 -28.320 5.405
H 3.314 -28.651 4.109
H 1.056 -28.126 3.541
H 0.633 -25.806 7.110
H 3.005 -26.386 7.578
H -1.275 -28.664 4.343
H -3.627 -28.054 4.122
H -2.821 -23.979 4.242
H -0.591 -24.343 4.987
H -4.409 -25.999 2.338
H -4.942 -24.754 3.610
H -5.348 -26.543 3.766
C -11.507 -35.660 11.633
N -10.876 -35.127 10.435
C -9.760 -34.433 10.580
C -9.024 -34.064 9.464
C -9.690 -34.214 8.226
C -10.869 -34.971 8.151
C -11.394 -35.450 9.277
C -9.018 -33.820 7.019
C -9.309 -34.455 5.787
C -8.737 -33.995 4.637
N -8.030 -32.886 4.661
C -7.834 -32.197 5.787
C -8.275 -32.643 6.962
C -7.604 -32.357 3.245
H -10.902 -35.358 12.478
H -11.580 -36.750 11.604
H -12.538 -35.283 11.716
H -9.573 -34.133 11.586
H -8.094 -33.513 9.638
H -11.412 -35.022 7.209
H -12.184 -36.174 9.420
H -9.973 -35.265 5.727
H -8.892 -34.499 3.701
H -7.264 -31.292 5.711
H -8.215 -31.928 7.726
H -6.694 -31.814 3.289
H -8.486 -31.716 3.097
H -7.646 -33.208 2.579
C -12.911 -49.639 4.563
N -12.799 -48.155 4.317
C -12.137 -47.739 3.250
C -11.880 -46.389 3.091
C -12.178 -45.485 4.052
C -12.780 -45.995 5.177
C -13.095 -47.297 5.320
C -11.819 -44.041 3.797
C -12.347 -43.434 2.648
C -12.135 -42.052 2.453
N -11.494 -41.383 3.439
C -10.972 -41.971 4.509
C -11.067 -43.338 4.721
C -11.111 -39.951 3.330
H -13.931 -50.021 4.519
H -12.408 -49.903 5.504
H -12.261 -50.064 3.758
H -12.025 -48.429 2.448
H -11.439 -46.114 2.108
H -13.051 -45.367 6.009
H -13.526 -47.680 6.227
H -12.903 -43.972 1.909
H -12.437 -41.440 1.650
H -10.429 -41.393 5.283
H -10.516 -43.793 5.533
H -11.938 -39.302 2.935
H -10.199 -40.027 2.688
H -10.885 -39.546 4.315
C 4.440 -25.150 -5.770
N 4.418 -26.640 -5.582
C 5.581 -27.388 -5.570
C 5.539 -28.807 -5.483
C 4.307 -29.504 -5.470
C 3.182 -28.708 -5.466
C 3.283 -27.356 -5.539
C 4.253 -31.006 -5.415
C 4.074 -31.512 -4.130
C 3.969 -32.844 -3.892
N 4.167 -33.718 -4.853
C 4.449 -33.345 -6.104
C 4.542 -31.977 -6.420
C 4.086 -35.195 -4.620
H 5.294 -24.750 -5.272
H 3.467 -24.717 -5.381
H 4.541 -24.986 -6.838
H 6.514 -26.801 -5.688
H 6.472 -29.332 -5.276
H 2.091 -29.031 -5.367
H 2.449 -26.746 -5.530
H 3.792 -30.914 -3.270
H 3.709 -33.209 -2.900
H 4.634 -34.085 -6.876
H 4.752 -31.650 -7.391
H 3.858 -35.430 -3.565
H 4.994 -35.682 -4.959
H 3.219 -35.617 -5.178
C -6.719 -38.294 2.201
N -5.735 -37.198 2.065
C -5.844 -36.015 2.748
C -4.914 -34.987 2.595
C -3.915 -35.092 1.654
C -3.770 -36.337 1.069
C -4.674 -37.361 1.200
C -2.885 -34.109 1.257
C -1.985 -33.721 2.244
C -0.989 -32.895 1.904
N -0.741 -32.466 0.656
C -1.630 -32.773 -0.318
C -2.648 -33.674 -0.052
C 0.405 -31.559 0.428
H -7.466 -38.070 3.000
H -6.191 -39.173 2.490
H -7.286 -38.398 1.269
H -6.591 -36.007 3.512
H -4.943 -34.134 3.275
H -2.887 -36.565 0.541
H -4.590 -38.235 0.632
H -2.033 -34.044 3.275
H -0.315 -32.674 2.689
H -1.556 -32.409 -1.325
H -3.355 -33.804 -0.847
H 0.940 -31.410 1.333
H 0.034 -30.602 0.003
H 1.125 -31.955 -0.275
N -8.488 -40.622 -0.785
S -8.346 -39.853 -2.130
O -8.379 -40.646 -3.309
O -7.275 -38.912 -2.021
F -9.734 -39.047 -2.200
S -9.493 -41.426 0.030
O -10.883 -41.179 -0.211
O -9.114 -41.559 1.440
F -9.184 -42.846 -0.544
N 2.184 -28.893 -2.708
S 0.678 -29.449 -2.623
O -0.029 -29.274 -3.775
O -0.024 -29.181 -1.428
F 0.844 -31.063 -2.416
S 3.246 -29.294 -1.635
O 4.520 -29.035 -2.293
O 3.116 -30.470 -0.824
F 3.056 -28.147 -0.567
N 1.772 -30.288 6.390
S 1.728 -31.589 5.542
O 2.718 -32.581 5.880
O 1.470 -31.279 4.157
F 0.406 -32.226 6.086
S 1.699 -30.212 7.967
O 1.035 -31.325 8.588
O 1.383 -28.858 8.317
F 3.242 -30.375 8.405
N -4.388 -30.135 0.407
S -4.015 -29.778 1.854
O -5.086 -30.112 2.746
O -3.265 -28.564 1.855
F -2.885 -30.860 2.420
S -5.487 -31.247 0.052
O -6.782 -30.694 0.158
O -5.280 -32.615 0.478
F -5.193 -31.276 -1.488
N -4.018 -31.752 6.480
S -2.528 -31.186 6.674
O -1.689 -32.119 7.394
O -2.525 -29.823 7.117
F -1.872 -31.193 5.236
S -4.095 -33.318 6.327
O -4.603 -33.931 7.496
O -3.039 -34.041 5.613
F -5.274 -33.387 5.301
N -8.592 -37.351 7.598
S -9.518 -38.156 6.639
O -9.832 -37.568 5.328
O -10.664 -38.568 7.388
F -8.696 -39.469 6.335
S -7.135 -37.101 6.927
O -6.557 -35.982 7.541
O -7.138 -37.231 5.509
F -6.234 -38.332 7.355
N 0.083 -35.006 -1.835
S 0.116 -34.594 -3.393
O 1.484 -34.608 -3.817
O -0.866 -33.637 -3.816
F -0.534 -35.846 -3.945
S 1.132 -34.835 -0.708
O 0.499 -35.078 0.559
O 2.145 -33.834 -0.832
F 1.907 -36.161 -0.903
N -8.318 -35.827 0.487
S -9.865 -36.130 0.885
O -9.929 -36.399 2.285
O -10.558 -37.008 0.027
F -10.616 -34.749 0.851
S -7.724 -35.572 -0.936
O -8.439 -36.097 -2.107
O -6.279 -35.725 -0.939
F -8.040 -33.937 -1.019
*
```